This record from the Open Molecules 2025 dataset describes C9H22CuF3N2O13S3 as an isolated structure in a non-equilibrium geometry. The level of theory is ωB97M-V with the def2-TZVPD basis set.

Calculated values
M ... 583.02 g/mol
Frontier orbital gap (alpha / beta) ... 4.712 / 4.705 eV
Energy ... -124583.537 eV
LUMO level (alpha / beta) ... 6.46 / 6.46 eV
Energy relative to the best compared isomer or geometry (same formula, charge and spin) ... 83.3 kJ/mol
2S+1 ... 2
Net charge ... -3

```
53
C9H22CuF3N2O13S3 (ωB97M-V with the def2-TZVPD basis set)
Cu -0.2392 0.4854 -0.6732
S -3.7655 0.1445 -0.5264
O -4.1361 1.4223 0.0930
O -4.0918 -1.0059 0.3819
O -4.4325 -0.0387 -1.8368
O -2.2623 0.0466 -0.7323
S -0.6412 3.1671 -1.0722
O -0.1187 2.1035 -2.0210
O -1.9333 3.6447 -1.5175
O -0.7148 2.4267 0.2337
O 0.3286 4.2882 -0.9673
C 1.2741 -2.5680 -3.8407
F 1.9932 -1.6275 -4.4638
F 1.2443 -3.6782 -4.6089
F 1.9921 -2.9066 -2.7335
S -0.4429 -2.0022 -3.3639
O -0.9125 -1.4126 -4.5708
O -0.9954 -3.2690 -2.9655
O -0.1672 -1.0870 -2.2754
C -1.0104 -3.2628 0.3993
C -1.1551 -1.9116 1.0439
C -1.3813 -1.9401 2.5350
O -1.4254 -0.6088 2.9546
C -2.0253 -0.3913 4.2091
N 0.1629 -1.1361 0.7411
H -0.8550 -3.1318 -0.6731
H -1.9528 -3.8243 0.4320
H -0.2173 -3.9038 0.8079
H -1.8605 -1.2330 0.5422
H -0.5834 -2.5057 3.0535
H -2.3450 -2.4461 2.6861
H -1.3173 -0.6005 5.0278
H -2.9353 -0.9989 4.2956
H -2.3392 0.6511 4.2548
H 0.9210 -1.8256 0.7588
H 0.3837 -0.6722 1.6313
C 3.4745 2.4574 -1.5021
C 2.7179 1.5273 -0.5657
C 2.1358 2.2737 0.6224
O 1.6666 1.3229 1.5517
C 0.9482 1.9088 2.6100
N 1.8209 0.5735 -1.2901
H 4.2016 3.0702 -0.9472
H 2.8325 3.1992 -1.9875
H 4.0699 1.9415 -2.2612
H 3.4823 0.8833 -0.0887
H 1.3041 2.9035 0.2688
H 2.9272 2.9201 1.0382
H 1.5308 2.7303 3.0760
H 0.8282 1.1527 3.3868
H 0.0005 2.3232 2.2526
H 1.7952 0.7604 -2.2839
H 2.2207 -0.3398 -1.1195
```

natural (NBO) population analysis, charges in e, atoms 1 to 4: atom 1 (Cu): 1.54, atom 2 (S): 2.59, atom 3 (O): -1.06, atom 4 (O): -1.14